[1]
Density functional theory data (the ωB97M-V functional and the def2-TZVPD basis) for the ion C12H10NO with charge +1 in a non-equilibrium geometry.

Each line ends with the Löwdin charge.
Positions of all 24 atoms, in Å:
C 3.062 0.149 1.487  -0.031
C 2.635 1.311 0.795  0.034
C 2.222 -0.945 1.524  -0.005
C 0.548 0.146 0.270  -0.080
C 1.399 1.254 0.112  -0.197
C 0.873 -0.988 0.995  -0.188
C -0.582 0.560 -0.632  -0.219
C -3.601 0.697 -2.742  0.078
C -1.891 -0.250 -0.824  -0.001
C 0.808 2.245 -0.725  0.020
C -2.755 0.126 -1.988  0.050
C 0.020 -2.111 1.395  -0.045
N -0.393 1.706 -1.203  0.081
O -4.169 -0.321 -2.161  0.240
H 3.990 0.114 1.984  0.099
H 3.136 2.234 0.709  0.105
H 2.401 -1.867 2.102  0.120
H -3.975 1.541 -3.400  0.202
H -1.619 -1.313 -1.096  0.164
H -2.637 -0.105 0.013  0.177
H 1.173 3.174 -1.239  0.142
H -0.973 -1.913 1.780  0.088
H -0.208 -2.833 0.633  0.083
H 0.534 -2.610 2.211  0.083

E_HOMO (spin up / spin down)	-12.400 / -11.023	eV
energy above the lowest of the compared OMol25 structures with the same formula, charge and spin	3.541	eV
frontier orbital gap (spin up / spin down)	7.48 / 3.98	eV
net charge	+1



[2]
Density functional theory data (the ωB97M-V functional and the def2-TZVPD basis) for a structure of composition C33H28CoN5O3PS2 in a non-equilibrium geometry.

Each line ends with the Löwdin spin population.
Positions of all 73 atoms, in Å:
Co 0.123 -0.006 -0.008  1.014
S 0.122 0.253 7.154  0.000
C 0.880 1.644 7.768  0.000
C 1.352 2.454 6.777  0.000
C 1.098 1.934 5.494  0.000
C 0.433 0.730 5.514  0.000
C -0.008 -0.087 4.397  0.001
C 0.265 0.298 3.068  0.005
N -0.103 -0.401 2.011  0.021
C -0.792 -1.553 2.186  0.003
C -1.128 -2.025 3.463  0.000
C -1.885 -3.239 3.572  0.000
C -2.273 -3.922 2.473  -0.001
C -1.935 -3.462 1.156  0.000
C -2.321 -4.129 -0.011  -0.001
C -1.976 -3.631 -1.261  0.001
C -1.213 -2.447 -1.277  0.001
N -0.834 -1.799 -0.192  -0.003
C -1.191 -2.279 1.026  -0.001
C -2.377 -4.272 -2.501  0.000
C -3.106 -5.424 -2.670  0.000
C -3.337 -5.748 -4.022  0.000
C -2.787 -4.843 -4.879  0.000
S -1.985 -3.589 -4.052  0.000
C -0.716 -1.272 4.567  0.002
H 0.942 1.800 8.833  0.000
H 1.862 3.387 6.963  0.000
H 1.403 2.439 4.588  0.000
H 0.811 1.214 2.876  0.001
H -2.146 -3.594 4.561  0.000
H -2.855 -4.829 2.567  0.000
H -2.896 -5.042 0.068  0.000
H -0.898 -2.034 -2.227  0.001
H -3.465 -6.036 -1.855  0.000
H -3.890 -6.615 -4.351  0.000
H -2.807 -4.841 -5.957  0.000
H -0.958 -1.616 5.564  0.000
C -2.304 3.842 -1.171  -0.002
O -1.384 2.902 -0.550  -0.010
P -1.375 1.386 -0.978  -0.036
O -1.357 1.461 -2.562  -0.008
C -0.923 0.385 -3.405  0.001
O -2.865 0.839 -0.722  -0.009
C -3.412 0.835 0.612  -0.001
H -2.236 4.759 -0.596  0.000
H -3.321 3.457 -1.150  0.000
H -2.006 4.022 -2.201  0.000
H -0.641 0.819 -4.359  0.000
H -1.734 -0.327 -3.559  0.000
H -0.053 -0.118 -2.972  0.001
H -3.214 1.780 1.120  0.000
H -2.994 0.014 1.199  0.000
H -4.483 0.696 0.508  0.000
N 9.821 4.355 -0.954  0.000
C 8.862 3.724 -0.981  0.000
C 7.660 2.946 -1.002  0.000
C 6.535 3.396 -0.314  0.000
C 5.373 2.650 -0.328  0.000
C 5.317 1.451 -1.031  0.000
C 6.439 1.002 -1.716  0.000
C 7.605 1.744 -1.701  0.000
N 4.109 0.684 -1.050  0.003
C 3.936 -0.552 -1.635  0.000
C 2.648 -0.914 -1.420  0.002
N 2.021 0.079 -0.695  0.010
C 2.931 1.024 -0.500  0.006
H 6.576 4.328 0.231  0.000
H 4.518 3.017 0.222  0.000
H 6.426 0.075 -2.271  0.000
H 8.477 1.392 -2.234  0.000
H 4.718 -1.078 -2.150  0.000
H 2.145 -1.818 -1.718  0.000
H 2.743 1.947 0.020  0.000

E_HOMO (spin up / spin down)	-12.845 / -12.845	eV
energy above the lowest of the compared OMol25 structures with the same formula, charge and spin	0.749	eV
frontier orbital gap (spin up / spin down)	5.10 / 6.02	eV
expectation value of S²	0.773
net charge	+2
multiplicity	2



[3]
Density functional theory data (the ωB97M-V functional and the def2-TZVPD basis) for an isolated molecule of CH8P4 in a non-equilibrium geometry.

Each line ends with the Löwdin charge.
Positions of all 13 atoms, in Å:
C -0.716 0.792 -0.513  -0.862
P -1.268 -0.894 -1.084  0.638
P 1.732 -0.513 -0.106  0.392
P -0.603 -0.853 1.911  0.459
P 0.467 0.763 0.991  0.239
H -0.333 1.255 -1.311  -0.066
H -1.546 1.695 -0.133  0.113
H -2.002 -0.241 -2.061  -0.121
H -2.362 -1.042 -0.268  -0.158
H 2.820 -0.772 0.755  -0.159
H 2.487 0.288 -0.983  -0.152
H 0.245 -0.698 3.033  -0.146
H -1.335 0.310 2.020  -0.177

E_HOMO	-8.072	eV
energy above the lowest of the compared OMol25 structures with the same formula, charge and spin	0.760	eV
frontier orbital gap	8.73	eV
net charge	0
SMILES string	PCP(P)#[PH2]



[4]
Density functional theory data (the ωB97M-V functional and the def2-TZVPD basis) for a structure of composition C19H20AsCl2CrF6N3O2S4Sb.

Each line ends with the Löwdin spin population.
Positions of all 59 atoms, in Å:
Cr -0.910 -0.212 1.059  1.099
Cl 0.627 1.777 1.427  0.000
C -0.237 3.089 0.687  -0.003
C 0.308 4.355 0.793  0.001
C -0.365 5.422 0.222  -0.005
C -1.566 5.211 -0.437  0.001
C -2.085 3.931 -0.534  -0.005
Cl -3.593 3.721 -1.362  -0.001
C -1.430 2.824 0.020  0.002
S -2.096 1.209 -0.150  -0.040
H 1.235 4.498 1.329  0.000
H 0.038 6.422 0.306  0.000
H -2.116 6.035 -0.869  0.000
F -1.579 -1.882 3.929  0.000
As -1.518 -0.244 4.495  0.000
F -2.063 0.213 2.791  0.001
F 0.112 -0.155 3.883  0.002
F -1.475 1.435 4.848  0.000
F -0.986 -0.703 6.049  0.000
F -3.181 -0.326 4.906  0.000
N -1.055 4.063 -3.983  0.000
C -0.869 2.762 -3.575  0.000
C -1.833 1.786 -3.855  0.000
C -1.643 0.482 -3.458  -0.001
C -0.478 0.136 -2.785  0.000
C 0.502 1.083 -2.513  0.000
C 0.303 2.389 -2.904  0.000
S -0.265 -1.527 -2.326  0.001
O 0.872 -1.434 -1.145  -0.017
O 0.391 -2.262 -3.351  0.000
N -1.509 -2.173 -1.792  0.004
C -2.407 -2.112 -0.780  0.010
S -3.873 -2.982 -1.018  0.003
C -4.395 -2.563 0.565  -0.001
C -3.461 -1.812 1.174  0.000
N -2.332 -1.549 0.414  -0.007
H -2.009 4.348 -4.141  0.000
H -0.502 4.761 -3.514  0.000
H -2.742 2.067 -4.372  0.000
H -2.403 -0.264 -3.653  0.000
H 1.402 0.809 -1.978  0.000
H 1.052 3.140 -2.680  0.000
H -5.341 -2.892 0.960  0.000
H -3.516 -1.413 2.174  0.000
S 0.799 -1.997 1.433  0.016
C 0.381 -1.198 0.093  -0.059
C 5.897 0.937 -0.387  0.000
Sb 4.003 -0.075 -0.451  0.000
C 4.803 -2.049 -0.205  0.000
C 3.954 -0.203 -2.601  0.000
H 6.602 0.458 -1.066  0.000
H 6.298 0.908 0.626  0.000
H 5.770 1.979 -0.678  0.000
H 5.703 -2.161 -0.808  0.000
H 4.059 -2.777 -0.527  0.000
H 5.040 -2.235 0.841  0.000
H 4.923 -0.540 -2.968  0.000
H 3.728 0.768 -3.042  0.000
H 3.191 -0.918 -2.913  0.000

E_HOMO (spin up / spin down)	-8.676 / -8.671	eV
energy above the lowest of the compared OMol25 structures with the same formula, charge and spin	0.281	eV
frontier orbital gap (spin up / spin down)	7.17 / 7.76	eV
expectation value of S²	0.780
net charge	0
multiplicity	2



[5]
Density functional theory data (the ωB97M-V functional and the def2-TZVPD basis) for a structure of composition C27H23N6SZr.

Each line ends with the Löwdin charge.
Positions of all 58 atoms, in Å:
Zr -0.498 0.919 -0.131  1.932
C -0.176 2.932 -3.763  -0.067
C -1.271 2.115 -4.452  -0.170
C -2.484 1.925 -3.573  -0.149
C -3.687 2.542 -3.897  0.021
C -4.782 2.499 -3.043  0.001
C -4.682 1.893 -1.801  -0.001
C -3.503 1.256 -1.440  -0.186
C -3.305 0.812 -0.010  -0.203
C -2.852 2.001 0.859  -0.089
C -2.448 1.219 -2.361  -0.180
N -1.291 0.450 -1.986  -0.144
C -0.616 -0.398 -2.744  0.007
C 0.570 -0.879 -2.191  -0.285
C 1.539 -1.773 -2.610  0.079
C 2.487 -1.872 -1.569  0.003
C 2.068 -1.048 -0.557  -0.072
N 0.890 -0.404 -0.888  -0.150
H 0.671 3.101 -4.426  0.094
H 0.227 2.410 -2.877  0.036
H -0.556 3.902 -3.441  0.093
H -0.867 1.172 -4.824  0.107
H -1.590 2.647 -5.348  0.129
H -3.766 3.075 -4.836  0.137
H -5.707 2.977 -3.335  0.134
H -5.520 1.915 -1.116  0.137
H -2.638 -0.082 0.063  0.086
H -4.223 0.421 0.434  0.152
H -1.989 2.567 0.428  0.057
H -2.649 1.758 1.903  0.091
H -3.616 2.779 0.824  0.124
H -0.974 -0.687 -3.726  0.168
H 1.561 -2.291 -3.557  0.146
H 3.377 -2.480 -1.564  0.133
H 2.541 -0.873 0.398  0.128
S 1.542 3.198 6.745  1.175
N 1.905 3.813 5.306  -0.174
C 1.360 3.005 4.404  -0.300
C 1.446 3.169 2.969  -0.046
C 2.160 4.221 2.371  0.097
C 2.232 4.309 0.998  0.031
C 1.571 3.357 0.236  -0.057
N 0.877 2.350 0.786  -0.079
C 0.814 2.230 2.156  -0.127
C 0.114 1.074 2.747  -0.135
N -0.437 0.129 1.916  -0.075
C -1.002 -0.968 2.437  -0.064
C -1.087 -1.182 3.806  0.031
C -0.565 -0.232 4.658  0.095
C 0.056 0.912 4.131  -0.047
C 0.682 1.913 4.967  -0.301
N 0.715 1.897 6.295  -0.174
H 2.651 4.947 3.009  0.150
H 2.784 5.099 0.508  0.142
H 1.594 3.394 -0.848  0.128
H -1.390 -1.697 1.735  0.137
H -1.552 -2.083 4.178  0.141
H -0.610 -0.355 5.733  0.150

E_HOMO	-17.145	eV
energy above the lowest of the compared OMol25 structures with the same formula, charge and spin	0.000	eV
frontier orbital gap	6.26	eV
net charge	+3



[6]
Density functional theory data (the ωB97M-V functional and the def2-TZVPD basis) for an isolated molecule of C3H7NO2.

Each line ends with the Löwdin charge.
Positions of all 13 atoms, in Å:
C -0.985 0.677 -1.784  -0.106
O 0.019 0.271 -0.875  -0.193
C -0.312 0.622 0.447  -0.156
C 0.763 0.307 1.479  -0.527
O 0.571 0.603 2.646  0.044
N 1.923 -0.208 1.008  0.176
H -1.289 1.720 -1.607  0.090
H -1.883 0.044 -1.714  0.092
H -0.578 0.601 -2.795  0.090
H -1.260 0.159 0.755  0.140
H -0.422 1.709 0.546  0.136
H 2.608 -0.492 1.692  0.115
H 1.958 -0.591 0.077  0.099

E_HOMO	-9.914	eV
energy above the lowest of the compared OMol25 structures with the same formula, charge and spin	0.983	eV
frontier orbital gap	10.79	eV
net charge	0
SMILES string	COCC(N)=O